No. 1
This record from the Open Molecules 2025 dataset describes the molecule C22H28ClN3O5. The level of theory is the ωB97M-V functional and the def2-TZVPD basis.

Summary:
* energy: -1855.82251 Ha
* charge: 0
* energy relative to the best compared isomer or geometry (same formula, charge and spin): 0.028 eV
* LUMO: 0.6 eV
* SMILES: O=C(O)[C@H]1[C@@H]2C[C@H]3C[C@@H](C2)C[C@]1(n1ncc(N2CCC4(CC2)OCCO4)c(Cl)c1=O)C3

Atoms and positions in Å:
O: -1.3131 -1.8694 -1.8189
C: -2.3837 -1.7935 -1.2682
O: -3.0428 -2.8608 -0.8293
H: -2.4680 -3.6409 -0.8789
C: -3.1017 -0.4665 -1.1055
C: -4.6266 -0.5057 -1.2817
C: -5.3334 -1.1623 -0.0968
C: -5.0082 -0.3950 1.1817
C: -3.4983 -0.4294 1.4095
H: -3.1721 -1.4627 1.5104
H: -3.2383 0.1030 2.3278
C: -2.7792 0.2383 0.2349
N: -1.3194 0.2518 0.4407
N: -0.7209 1.3889 0.1495
C: 0.5560 1.5045 0.2136
C: 1.4610 0.4528 0.5938
C: 0.8152 -0.7294 0.8914
C: -0.6180 -0.8934 0.8021
O: -1.1813 -1.9563 1.0139
Cl: 1.5924 -2.2141 1.3157
N: 2.7905 0.7374 0.6848
C: 3.4528 1.5948 -0.2736
H: 2.7289 2.1715 -0.8452
C: 4.2938 0.7593 -1.2441
H: 3.6609 0.0748 -1.8088
H: 4.8181 1.4122 -1.9413
C: 5.3243 -0.0725 -0.4793
C: 4.6069 -0.9287 0.5788
H: 5.3390 -1.4501 1.1960
H: 3.9924 -1.6683 0.0665
C: 3.7419 -0.0259 1.4589
H: 3.2241 -0.6076 2.2174
H: 4.3985 0.6986 1.9566
O: 6.2767 0.7886 0.1229
C: 7.5193 0.1217 0.1351
H: 8.2857 0.8316 -0.1849
C: 7.3438 -1.0509 -0.8535
H: 7.4169 -2.0192 -0.3431
O: 6.0535 -0.8665 -1.3898
H: 8.0567 -1.0236 -1.6791
H: 7.7563 -0.2339 1.1451
H: 4.1157 2.2796 0.2656
H: 0.9211 2.4945 -0.0070
C: -3.2758 1.6838 0.1106
C: -4.7853 1.6996 -0.1277
C: -5.4929 1.0465 1.0564
H: -5.2733 1.5982 1.9730
H: -6.5741 1.0655 0.9046
C: -5.1178 0.9373 -1.4104
H: -4.6449 1.4232 -2.2666
H: -6.1970 0.9453 -1.5756
H: -5.1154 2.7395 -0.2267
H: -2.7628 2.1812 -0.7122
H: -3.0343 2.2250 1.0268
H: -5.5024 -0.8763 2.0321
H: -6.4111 -1.1512 -0.2749
H: -5.0169 -2.1985 0.0028
H: -4.8590 -1.0588 -2.1980
H: -2.6745 0.1623 -1.8978

=====

No. 2
This record from the Open Molecules 2025 dataset describes a structure of composition C22H28ClN5O2Yb in a non-equilibrium geometry. The level of theory is the ωB97M-V functional and the def2-TZVPD basis.

Summary:
* energy: -2898.20906 Ha
* multiplicity: 2
* charge: -1
* LUMO (alpha / beta): 2.5 / 2.5 eV
* expectation value of S²: 0.75

Atoms and positions in Å:
Yb: 0.2636 0.0921 1.2712
Cl: 1.6201 -1.1296 3.3616
N: 2.1005 -0.7897 -0.5888
N: -2.1882 0.3150 1.1561
C: 3.1317 -0.1574 -0.1030
C: -2.5854 1.5431 1.3363
C: 2.6255 -1.8783 -1.4628
C: 4.1323 -1.8582 -1.1733
C: 2.3329 -1.5468 -2.9185
C: 1.9939 -3.2025 -1.0790
H: 2.8326 -0.6110 -3.2042
H: 1.2526 -1.4313 -3.0625
H: 2.6953 -2.3506 -3.5723
H: 2.2064 -3.4236 -0.0271
H: 2.4027 -4.0070 -1.6995
H: 0.9097 -3.1601 -1.2115
C: -3.3780 -0.5043 0.7992
C: -4.4916 0.5368 0.7005
C: -3.6714 -1.5004 1.9110
C: -3.1356 -1.2073 -0.5239
H: -2.9716 -0.4621 -1.3116
H: -4.0122 -1.8153 -0.7773
H: -2.2518 -1.8511 -0.4513
H: -3.9008 -0.9603 2.8386
H: -2.8100 -2.1542 2.0763
H: -4.5358 -2.1118 1.6272
O: -3.8643 1.8008 1.1150
H: -5.3371 0.3651 1.3802
H: -4.8662 0.6920 -0.3202
O: 4.3384 -0.6349 -0.3796
H: 4.7798 -1.7801 -2.0573
H: 4.4647 -2.7013 -0.5501
C: 2.9657 1.0841 0.7424
C: -1.6510 2.6597 1.7042
C: -0.5591 2.7126 0.6550
H: -1.2619 2.4311 2.7131
H: -2.1926 3.6013 1.7075
C: 0.6600 2.1628 0.7920
C: 1.8243 1.9095 0.1717
H: 0.2522 -0.8609 3.4089
C: 1.7875 2.6012 -1.0604
C: 0.5931 3.2731 -1.3863
C: 3.0382 2.6587 -1.8309
C: -0.5810 3.3525 -0.5958
H: 0.5892 3.8274 -2.3212
C: -1.7848 4.1350 -0.9224
H: -1.5778 4.6793 -1.8423
H: -2.0086 4.8361 -0.1007
H: -2.6431 3.4553 -1.0521
H: 3.9000 2.8109 -1.1608
H: 2.9454 3.4947 -2.5269
H: 3.1734 1.7168 -2.3853
H: 3.8848 1.6748 0.7272
H: 2.7853 0.7488 1.7870
N: -0.4646 -2.1854 0.8900
C: -0.5449 -3.2993 1.2651
N: -0.5279 -4.5721 1.5492
C: -1.1065 -5.2000 2.5666
N: -1.5783 -5.8238 3.4057

=====

No. 3
This record from the Open Molecules 2025 dataset describes a structure of composition C22H28F6HfN3O7PS5 in a non-equilibrium geometry. The level of theory is the ωB97M-V functional and the def2-TZVPD basis.

Summary:
* energy: -4525.29311 Ha
* charge: +2
* energy relative to the best compared isomer or geometry (same formula, charge and spin): 1.322 eV
* LUMO: -6.0 eV

Atoms and positions in Å:
Hf: -0.2008 0.9553 -0.3295
F: 1.4204 -0.9149 -2.6957
C: 2.6333 -1.2499 -2.2250
F: 2.5993 -2.4856 -1.7667
F: 3.5212 -1.1346 -3.1835
S: 3.1015 -0.0545 -0.8447
O: 2.0224 0.9680 -0.8754
O: 4.4160 0.3767 -1.0995
N: 2.9705 -0.8855 0.5151
S: 1.5525 -0.7750 1.1242
O: 0.4843 -1.1107 0.1264
O: 1.1593 0.5226 1.6673
C: 1.5248 -2.0734 2.4623
F: 2.3800 -1.7200 3.3886
F: 1.8428 -3.2264 1.9210
F: 0.2915 -2.0921 2.9261
C: -2.3508 3.7527 -2.6884
C: -2.9863 3.7017 -1.3184
C: -4.4977 3.7238 -1.4216
O: -2.4853 2.4505 -0.6427
P: -3.2204 2.0221 0.7479
S: -3.4840 3.3926 2.0530
S: -1.8972 0.5404 1.3803
O: -4.4766 1.2382 0.2034
C: -5.7390 1.1095 0.9596
C: -6.7887 0.7310 -0.0571
C: -5.5604 0.0893 2.0595
H: -2.9161 4.4433 -3.3137
H: -2.3907 2.7717 -3.1671
H: -1.3248 4.1011 -2.6655
H: -2.6430 4.5141 -0.6767
H: -4.8623 2.8938 -2.0279
H: -4.7743 4.6548 -1.9175
H: -4.9916 3.7147 -0.4534
H: -5.9442 2.0949 1.3824
H: -6.5716 -0.2459 -0.4919
H: -6.8505 1.4716 -0.8535
H: -7.7615 0.6747 0.4306
H: -5.2967 -0.8839 1.6419
H: -6.4950 -0.0190 2.6099
H: -4.7934 0.3994 2.7704
C: -3.0309 -0.8186 -3.5236
S: -2.5293 -0.8915 -1.8147
O: -1.3171 0.1213 -1.8365
C: -1.8086 -2.4796 -1.6448
C: -2.1188 -3.1384 -0.4592
C: -1.5636 -4.3873 -0.2229
C: -0.7107 -4.9483 -1.1607
C: -0.4023 -4.2756 -2.3410
C: -0.9510 -3.0333 -2.5930
H: -2.1661 -0.9225 -4.1747
H: -3.5162 0.1445 -3.6682
H: -3.7440 -1.6255 -3.6905
H: -2.7813 -2.6763 0.2628
H: -1.8035 -4.9206 0.6866
H: -0.2832 -5.9258 -0.9802
H: 0.2604 -4.7306 -3.0643
H: -0.7111 -2.5049 -3.5063
N: 1.2164 5.0385 0.4215
C: 0.5721 3.9851 0.9304
N: 0.3174 3.0803 0.0014
C: 0.8370 3.5897 -1.1914
C: 0.8424 3.0292 -2.4655
C: 1.4684 3.7514 -3.4609
C: 2.0581 4.9993 -3.1961
C: 2.0414 5.5660 -1.9379
C: 1.4198 4.8254 -0.9380
H: 1.5019 5.8449 0.9569
H: 0.2911 3.8963 1.9686
H: 0.3452 2.0913 -2.7290
H: 1.4964 3.3630 -4.4695
H: 2.5338 5.5322 -4.0075
H: 2.4927 6.5297 -1.7473

=====

No. 4
This record from the Open Molecules 2025 dataset describes a structure of composition C22H28FI2N4NaO2. The level of theory is the ωB97M-V functional and the def2-TZVPD basis.

Summary:
* energy: -2082.22931 Ha
* charge: 0
* energy relative to the best compared isomer or geometry (same formula, charge and spin): 0.990 eV
* LUMO: -0.3 eV

Atoms and positions in Å:
Na: 0.3968 0.0974 -0.0196
O: 0.8472 7.2421 0.5395
C: 1.9259 6.4435 0.0742
C: 1.4760 5.0115 -0.0116
C: 2.4059 3.9934 -0.1148
C: 1.9483 2.6907 -0.2153
N: 0.6519 2.3686 -0.1960
C: -0.2483 3.3504 -0.0877
C: 0.1246 4.6792 -0.0011
C: -1.6860 2.9091 -0.0569
C: -2.7317 3.8192 -0.0135
C: -4.0439 3.3701 0.0061
C: -5.1829 4.3573 0.0802
O: -5.1762 5.0882 1.3003
C: -4.2641 2.0030 -0.0124
C: -3.1668 1.1584 -0.0566
N: -1.9073 1.5853 -0.0815
H: 1.1689 8.1337 0.6974
H: 2.7912 6.5034 0.7374
H: 2.2470 6.7659 -0.9205
H: 3.4747 4.1739 -0.0825
H: 2.6657 1.8765 -0.2806
H: -0.6035 5.4695 0.1028
H: -2.5415 4.8843 0.0124
H: -6.1320 3.8402 -0.0759
H: -5.0780 5.1031 -0.7053
H: -5.2944 4.4719 2.0304
H: -5.2684 1.5967 0.0061
H: -3.3068 0.0819 -0.0617
F: -0.0624 -6.3648 -0.4131
C: 0.6025 -5.2161 -0.1725
C: 1.1352 -4.5202 -1.2367
C: 1.8300 -3.3415 -0.9801
C: 1.9735 -2.8614 0.3210
C: 1.4124 -3.5899 1.3706
C: 0.7254 -4.7778 1.1301
H: 1.0191 -4.9065 -2.2415
H: 2.2693 -2.7982 -1.8065
H: 1.5301 -3.2429 2.3888
H: 0.3004 -5.3619 1.9359
C: -2.9848 -4.3741 0.4393
C: -3.5563 -3.1210 -0.2124
C: -4.5453 -3.5130 -1.3023
C: -4.2607 -2.2601 0.8385
N: -2.4697 -2.3897 -0.8990
N: -1.3300 -2.0686 -0.1093
H: -3.7998 -5.0309 0.7498
H: -2.3901 -4.1432 1.3255
H: -2.3566 -4.9210 -0.2666
H: -5.3723 -4.0894 -0.8823
H: -4.0451 -4.1130 -2.0643
H: -4.9648 -2.6246 -1.7864
H: -4.9918 -2.8473 1.3988
H: -4.7920 -1.4298 0.3640
H: -3.5538 -1.8473 1.5656
H: -2.8169 -1.5258 -1.2946
H: -0.7275 -2.8808 -0.0884
H: -1.5884 -1.8726 0.8576
I: 3.1223 -1.0886 0.7460
I: 4.8863 1.5589 1.4716

=====

No. 5
This record from the Open Molecules 2025 dataset describes the molecule C22H28N2O2. The level of theory is the ωB97M-V functional and the def2-TZVPD basis.

Summary:
* energy: -1115.17952 Ha
* charge: 0
* energy relative to the best compared isomer or geometry (same formula, charge and spin): 0.200 eV
* LUMO: 0.6 eV
* SMILES: O=C(CCCCCCC(=O)NCc1ccccc1)NCc1ccccc1

Atoms and positions in Å:
O: -1.6091 -1.1465 -1.9352
C: -1.9834 -1.8124 -0.9932
N: -1.1134 -2.4717 -0.1880
H: -1.4575 -3.0472 0.5637
C: 0.3119 -2.4517 -0.4149
C: 1.1066 -1.7922 0.6843
C: 2.4936 -1.8786 0.6574
C: 3.2564 -1.2573 1.6272
C: 2.6441 -0.5389 2.6408
C: 1.2648 -0.4557 2.6825
C: 0.5004 -1.0808 1.7102
H: -0.5784 -1.0236 1.7615
H: 0.7787 0.0948 3.4753
H: 3.2394 -0.0498 3.3966
H: 4.3323 -1.3338 1.5922
H: 2.9745 -2.4333 -0.1345
H: 0.4623 -1.8940 -1.3462
H: 0.6794 -3.4737 -0.5676
C: -3.4462 -2.0211 -0.6333
H: -3.7794 -2.8906 -1.2072
H: -3.5503 -2.2586 0.4274
C: -4.3138 -0.8155 -1.0040
H: -3.9598 -0.4289 -1.9614
H: -5.3477 -1.1429 -1.1295
C: -4.2732 0.3033 0.0379
H: -4.6786 -0.0599 0.9867
C: -2.8601 0.8384 0.2492
H: -2.4113 1.0227 -0.7272
C: -2.8161 2.1233 1.0720
H: -3.3018 2.9254 0.5139
C: -1.3755 2.5467 1.3930
C: -0.5890 2.7015 0.0998
O: -0.6032 3.7169 -0.5649
N: 0.0997 1.5962 -0.2562
H: 0.0731 0.7739 0.3266
C: 0.7544 1.4489 -1.5364
C: 2.1833 1.0063 -1.3860
C: 2.7172 0.0355 -2.2222
C: 4.0382 -0.3555 -2.0916
C: 4.8383 0.2157 -1.1176
C: 4.3111 1.1796 -0.2747
C: 2.9926 1.5726 -0.4090
H: 2.5815 2.3300 0.2422
H: 4.9316 1.6308 0.4858
H: 5.8702 -0.0881 -1.0169
H: 4.4445 -1.1077 -2.7527
H: 2.0953 -0.4090 -2.9865
H: 0.1960 0.7327 -2.1514
H: 0.7090 2.4322 -2.0177
H: -1.3901 3.5095 1.9050
H: -0.8995 1.8073 2.0395
H: -3.3634 1.9843 2.0083
H: -2.2631 0.0741 0.7521
H: -4.9164 1.1165 -0.3050

=====

No. 6
This record from the Open Molecules 2025 dataset describes a structure of composition C22H28N2O3 in a non-equilibrium geometry. The level of theory is the ωB97M-V functional and the def2-TZVPD basis.

Summary:
* energy: -1189.72478 Ha
* charge: 0
* energy relative to the best compared isomer or geometry (same formula, charge and spin): 19.590 eV
* LUMO: 0.5 eV

Atoms and positions in Å:
C: 0.9273 -1.9506 4.8598
C: -0.6311 -2.4549 4.8304
C: -1.1765 -2.4208 3.4557
O: -1.2485 -3.3209 2.6002
C: -1.5948 -0.9056 2.6931
C: -1.6618 -0.8206 1.3803
C: -1.8423 0.4581 0.8190
C: -2.1336 1.4132 1.6400
C: -1.8448 1.2659 2.9945
C: -1.5154 0.1573 3.6175
H: -1.2445 -0.1505 4.7138
H: -1.8713 2.0640 3.6004
O: -2.4548 2.8737 1.1827
C: -2.1150 3.0648 0.0044
C: -0.9413 3.8924 -0.2537
O: -0.7009 5.0704 0.6260
H: -1.1255 4.9107 1.5010
C: 0.4649 3.0673 0.0929
N: 0.2969 1.7332 -0.5814
C: 0.9680 2.0234 -2.0119
C: 0.6068 0.7480 -2.9649
N: 1.6266 -0.3863 -2.3092
C: 1.7894 -1.5043 -3.0266
C: 2.8233 -2.3878 -2.5845
C: 2.7857 -3.6734 -3.3943
C: 2.4110 -3.6271 -4.5707
C: 1.5418 -2.5268 -5.2061
C: 1.1688 -1.7412 -4.2813
H: 0.6164 -0.8711 -4.8199
H: 1.1787 -2.7546 -6.0805
H: 2.6863 -4.5999 -5.2031
H: 3.5866 -4.1994 -3.0662
H: 3.0921 -2.2580 -1.5916
C: 1.0002 -0.4211 -1.0157
C: 1.2167 0.8000 -0.1701
H: 0.9088 0.4093 1.0456
H: 2.1079 0.9868 -0.1365
H: 1.8485 -1.2773 -0.3927
H: -0.0147 -0.8505 -0.8842
H: 1.1923 0.8520 -3.9022
H: -0.3034 0.6828 -2.8611
H: 0.5377 2.7978 -2.4893
H: 1.9750 2.3524 -2.1536
H: 1.3328 3.7246 -0.0955
H: 0.3017 2.6028 1.0832
H: -0.8426 4.4249 -1.1113
H: -2.1355 2.4232 -0.7182
H: -3.0207 3.9753 -0.2432
H: -2.3356 0.2938 -0.1392
H: -1.6057 -1.8747 0.7696
H: -1.2543 -2.0268 5.4317
H: -0.6227 -3.6199 4.9932
H: 1.3477 -2.5707 4.2623
H: 0.9774 -0.8173 4.5586
H: 1.3048 -1.9652 5.9084

=====

No. 7
This record from the Open Molecules 2025 dataset describes a cluster of 2 separate species, C22H28N2O4 in total in a non-equilibrium geometry. The level of theory is the ωB97M-V functional and the def2-TZVPD basis.

Summary:
* energy: -1265.56268 Ha
* charge: 0
* energy relative to the best compared isomer or geometry (same formula, charge and spin): 3.152 eV
* LUMO: -0.2 eV
* SMILES: Cc1ccc(Cc2cccc3c2C(=O)NC3=O)cc1.COCCNCCOC

Atoms and positions in Å:
C: 6.8455 -0.8930 2.0626
C: 5.4301 -0.9272 2.6093
C: 5.0652 -1.6698 3.7323
C: 3.7789 -1.6522 4.2091
C: 2.7750 -0.9200 3.5657
C: 1.3815 -0.9734 4.1898
C: 0.2567 -0.3877 3.3581
C: 0.2180 0.9237 2.8874
C: -0.8423 1.3992 2.1293
C: -1.9120 0.5761 1.8260
C: -1.9310 -0.7100 2.3030
C: -0.8458 -1.1639 3.0525
C: -1.1744 -2.6023 3.4246
O: -0.6285 -3.3840 4.1664
N: -2.3821 -2.9348 2.7323
C: -2.9786 -1.7909 2.1207
O: -4.0576 -1.7615 1.5847
C: 3.1431 -0.2261 2.4376
C: 4.4516 -0.2023 1.9613
H: 7.5203 -0.3664 2.7527
H: 7.2149 -1.9020 1.8329
H: 6.8948 -0.3391 1.1148
H: 5.8553 -2.2569 4.2015
H: 3.5782 -2.2358 5.1078
H: 1.1537 -2.0308 4.3750
H: 1.4036 -0.5061 5.1879
H: 1.0440 1.5944 3.1258
H: -0.8002 2.4243 1.7686
H: -2.7249 0.9780 1.2261
H: -2.2053 -3.6919 2.0777
H: 2.4062 0.3376 1.8679
H: 4.6603 0.3939 1.0750
C: -4.0572 2.7591 -5.2128
O: -3.5825 1.4359 -5.3843
C: -2.2691 1.3739 -5.9323
C: -1.3098 0.7678 -4.9266
N: -1.0867 1.6786 -3.8083
C: -0.3540 1.0781 -2.6965
C: -1.0467 -0.0404 -1.9201
O: -2.1863 0.3865 -1.1941
C: -3.4066 0.3562 -1.9184
H: -5.0865 2.7008 -4.8616
H: -3.4649 3.2984 -4.4662
H: -4.0430 3.3055 -6.1606
H: -1.9217 2.3546 -6.2691
H: -2.3188 0.7194 -6.8078
H: -0.3551 0.5610 -5.4182
H: -1.7399 -0.1838 -4.5879
H: -1.9833 1.9997 -3.4657
H: -0.1371 1.8853 -1.9912
H: 0.6109 0.7138 -3.0629
H: -0.3354 -0.3983 -1.1687
H: -1.2843 -0.9058 -2.5488
H: -3.4258 -0.4458 -2.6599
H: -3.5982 1.3179 -2.4011
H: -4.2121 0.1826 -1.2032

=====

No. 8
This record from the Open Molecules 2025 dataset describes the molecule C22H28N4O2. The level of theory is the ωB97M-V functional and the def2-TZVPD basis.

Summary:
* energy: -1224.69211 Ha
* charge: 0
* energy relative to the best compared isomer or geometry (same formula, charge and spin): 0.264 eV
* LUMO: 0.6 eV
* SMILES: Cn1c(C(=O)NCCN2CCCCCC2)cc2c(=O)n(C)c3ccccc3c21

Atoms and positions in Å:
C: -0.7355 2.4926 -2.4127
N: -0.3491 1.7694 -1.2294
C: 0.6114 2.1175 -0.3317
C: 0.6356 1.1394 0.6675
C: -0.3310 0.1760 0.3451
C: -0.9250 0.5820 -0.8325
C: -2.0137 -0.1049 -1.5572
O: -2.7094 0.4060 -2.4260
N: -2.2005 -1.3750 -1.1486
H: -1.5641 -1.8272 -0.5082
C: -3.1740 -2.2715 -1.7170
H: -3.5386 -1.8414 -2.6520
C: -2.5022 -3.6301 -1.9520
N: -1.7984 -4.0372 -0.7515
C: -0.6270 -4.8485 -1.0115
C: 0.1663 -5.1628 0.2612
C: 0.1556 -4.0273 1.2873
H: 0.1636 -3.0665 0.7722
C: -1.0318 -4.1066 2.2473
C: -2.3836 -3.7797 1.6155
H: -2.4407 -2.7100 1.4055
C: -2.6526 -4.5388 0.3130
H: -3.7003 -4.3933 0.0345
H: -2.5058 -5.6149 0.4687
H: -3.1722 -4.0170 2.3333
H: -0.8619 -3.4124 3.0735
H: -1.0677 -5.1141 2.6701
H: 1.0689 -4.0857 1.8830
H: 1.1938 -5.3771 -0.0393
H: -0.2217 -6.0672 0.7336
H: 0.0101 -4.2741 -1.6921
H: -0.8844 -5.7981 -1.5170
H: -1.7687 -3.5189 -2.7540
H: -3.2551 -4.3651 -2.2802
H: -4.0212 -2.3774 -1.0290
H: -0.5562 -0.6798 0.9486
C: 1.5160 1.1775 1.8057
O: 1.5546 0.3304 2.6830
N: 2.3480 2.2906 1.8375
C: 2.3708 3.2734 0.8664
C: 3.2624 4.3458 0.9870
C: 3.3256 5.3395 0.0349
C: 2.4988 5.2921 -1.0770
C: 1.6091 4.2510 -1.2190
C: 1.5131 3.2310 -0.2662
H: 0.9814 4.2316 -2.0910
H: 2.5497 6.0648 -1.8286
H: 4.0250 6.1524 0.1587
H: 3.9217 4.4101 1.8355
C: 3.2385 2.3780 2.9768
H: 3.0378 1.5025 3.5946
H: 4.2825 2.3593 2.6606
H: 3.0411 3.2793 3.5588
H: -1.5840 1.9800 -2.8641
H: 0.0866 2.5256 -3.1308
H: -1.0422 3.5070 -2.1532